Below is 8 unconnected molecules or ions with the total composition C46H66BF21NO18, with properties calculated with ωB97M-V/def2-TZVPD.

Output
ΔE to the lowest compared entry with this formula, charge and spin ... 363.8 kcal/mol
Total charge ... -1
E ... -5323.17898 hartree
Kohn-Sham gap ... 5.82 eV

Last column: Löwdin charge in e.
Element x y z (Å)
C  -1.938  -0.118  1.221  -0.14
C  -1.690  1.390  1.815  -0.27
C  -3.057  2.309  1.939  -0.20
C  -3.469  2.887  0.425  -0.24
N  -4.654  2.097  -0.028  0.01
B  -5.053  2.394  -1.499  -0.94
C  -3.989  1.556  -2.399  -0.12
C  -3.836  1.938  -3.973  -0.19
C  -2.243  1.849  -4.476  -0.10
C  -1.565  2.948  -5.526  -0.03
C  0.015  2.806  -6.034  -0.09
C  1.004  1.575  -5.532  -0.11
C  0.355  0.494  -4.477  -0.09
C  -1.213  0.630  -3.990  -0.02
C  -5.213  3.989  -1.771  -0.02
C  -3.912  4.823  -2.282  -0.28
O  -2.630  4.460  -2.246  -0.02
O  -4.185  6.170  -2.888  -0.07
O  -6.456  1.836  -1.512  -0.11
C  -6.980  1.682  -2.861  -0.18
C  -8.631  1.917  -2.756  -0.18
O  -9.316  0.595  -2.824  -0.23
C  -10.764  0.976  -2.868  -0.27
C  -11.609  -0.157  -2.036  -0.12
H  -2.863  -0.229  0.513  0.07
H  -2.006  -0.955  2.052  0.07
H  -0.985  -0.393  0.562  0.06
H  -0.878  1.898  1.105  0.11
H  -1.249  1.294  2.917  0.10
H  -2.787  3.187  2.688  0.09
H  -3.973  1.748  2.405  0.11
H  -3.745  4.024  0.604  0.12
H  -2.496  2.792  -0.216  0.10
H  -4.573  1.068  0.128  0.09
H  -4.334  0.412  -2.363  0.12
H  -2.883  1.534  -1.948  0.10
H  -4.324  2.949  -4.307  0.10
H  -4.388  1.089  -4.605  0.12
H  -2.196  3.866  -5.945  0.08
H  0.469  3.590  -6.776  0.06
H  2.108  1.472  -5.913  0.06
H  1.006  -0.408  -4.051  0.06
H  -1.615  -0.191  -3.228  0.09
H  -5.529  4.479  -0.727  0.14
H  -6.106  4.292  -2.504  0.12
H  -5.087  6.129  -3.366  0.12
H  -6.861  0.578  -3.281  0.14
H  -6.567  2.428  -3.663  0.11
H  -9.041  2.663  -3.559  0.12
H  -8.829  2.434  -1.700  0.14
H  -11.081  1.025  -4.018  0.13
H  -10.912  2.019  -2.321  0.12
H  -11.894  -1.022  -2.807  0.08
H  -12.609  0.354  -1.654  0.07
H  -11.014  -0.610  -1.117  0.09
C  -4.746  9.177  -1.616  -0.06
C  -5.632  8.317  -0.734  -0.21
O  -6.072  9.056  0.415  0.01
C  -7.140  9.895  0.218  -0.33
O  -7.710  10.038  -0.859  0.14
C  -7.532  10.579  1.528  -0.47
F  -6.456  11.061  2.214  0.12
F  -8.175  9.729  2.380  0.15
F  -8.369  11.640  1.346  0.14
H  -3.912  9.591  -1.039  0.08
H  -4.346  8.594  -2.450  0.07
H  -5.302  10.028  -2.024  0.07
H  -5.056  7.463  -0.360  0.13
H  -6.485  7.911  -1.289  0.13
C  3.644  -4.098  1.616  -0.07
C  2.945  -2.789  1.932  -0.20
O  2.736  -2.025  0.735  0.01
C  1.652  -2.382  -0.026  -0.32
O  0.884  -3.296  0.261  0.14
C  1.522  -1.461  -1.239  -0.47
F  2.711  -1.255  -1.875  0.13
F  1.055  -0.225  -0.898  0.13
F  0.666  -1.942  -2.185  0.12
H  4.575  -3.915  1.068  0.06
H  3.874  -4.645  2.534  0.09
H  3.021  -4.735  0.981  0.08
H  3.582  -2.184  2.587  0.13
H  2.000  -2.951  2.463  0.13
C  7.514  -5.833  -4.279  -0.06
C  6.533  -6.820  -3.674  -0.20
O  6.721  -6.915  -2.254  0.01
C  6.139  -5.926  -1.503  -0.32
O  5.492  -4.997  -1.975  0.15
C  6.377  -6.176  -0.013  -0.45
F  7.668  -6.517  0.266  0.12
F  5.604  -7.193  0.467  0.14
F  6.098  -5.089  0.761  0.12
H  8.542  -6.098  -4.010  0.08
H  7.426  -5.818  -5.369  0.05
H  7.338  -4.821  -3.903  0.08
H  6.719  -7.819  -4.086  0.13
H  5.496  -6.561  -3.915  0.12
C  -5.841  13.790  0.969  -0.05
C  -5.312  14.379  2.264  -0.20
O  -4.659  15.634  2.020  0.01
C  -5.479  16.726  1.896  -0.33
O  -6.703  16.677  1.979  0.14
C  -4.653  17.996  1.688  -0.47
F  -3.659  17.834  0.768  0.14
F  -4.043  18.406  2.838  0.14
F  -5.399  19.052  1.257  0.14
H  -5.039  13.708  0.228  0.09
H  -6.269  12.799  1.140  0.04
H  -6.613  14.430  0.530  0.09
H  -4.559  13.707  2.690  0.13
H  -6.105  14.490  3.012  0.13
C  8.414  -7.529  2.970  -0.06
C  7.433  -8.516  3.575  -0.20
O  7.621  -8.611  4.995  0.01
C  7.039  -7.622  5.746  -0.32
O  6.392  -6.692  5.274  0.15
C  7.277  -7.871  7.236  -0.46
F  8.568  -8.212  7.515  0.13
F  6.504  -8.888  7.717  0.14
F  6.998  -6.784  8.010  0.14
H  9.442  -7.793  3.240  0.09
H  8.326  -7.513  1.881  0.06
H  8.238  -6.516  3.346  0.08
H  7.619  -9.514  3.163  0.13
H  6.396  -8.256  3.334  0.12
C  8.405  -10.867  9.397  -0.06
C  8.526  -10.405  10.838  -0.20
O  7.787  -11.272  11.711  0.01
C  8.411  -12.441  12.068  -0.32
O  9.530  -12.766  11.683  0.14
C  7.536  -13.242  13.033  -0.47
F  6.233  -13.307  12.635  0.14
F  7.523  -12.700  14.285  0.14
F  7.949  -14.532  13.183  0.14
H  7.352  -10.955  9.108  0.08
H  8.901  -10.165  8.722  0.07
H  8.855  -11.856  9.261  0.08
H  8.089  -9.406  10.939  0.13
H  9.573  -10.332  11.153  0.13
C  3.511  -2.232  -7.492  -0.06
C  2.951  -3.638  -7.605  -0.21
O  3.903  -4.513  -8.229  0.01
C  4.891  -5.006  -7.415  -0.32
O  4.994  -4.739  -6.222  0.14
C  5.801  -5.956  -8.195  -0.46
F  6.163  -5.461  -9.413  0.14
F  5.203  -7.158  -8.437  0.14
F  6.965  -6.236  -7.541  0.13
H  3.835  -1.867  -8.472  0.08
H  2.760  -1.547  -7.089  0.08
H  4.388  -2.207  -6.838  0.08
H  2.063  -3.627  -8.245  0.13
H  2.640  -4.030  -6.629  0.13


Below is C5H8N2 in the gas phase, with properties calculated with ωB97M-V/def2-TZVPD.

Output
ΔE to the lowest compared entry with this formula, charge and spin ... 4.5 kcal/mol
Total charge ... 0
E ... -304.82829 hartree
SMILES string ... Cc1c[nH]c(N)c1
Kohn-Sham gap ... 8.67 eV

Last column: natural (NBO) charge in e.
Element x y z (Å)
C  0.182  2.119  1.047  -0.63
C  0.276  0.709  0.550  -0.07
C  1.378  0.128  -0.022  -0.10
N  0.975  -1.037  -0.633  -0.52
C  -0.370  -1.205  -0.461  0.28
N  -1.013  -2.289  -1.102  -0.83
C  -0.831  -0.160  0.302  -0.35
H  -0.629  2.261  1.767  0.21
H  1.111  2.476  1.500  0.21
H  -0.030  2.769  0.189  0.21
H  2.403  0.468  -0.078  0.21
H  1.562  -1.683  -1.134  0.41
H  -1.899  -2.480  -0.648  0.37
H  -1.229  -2.033  -2.063  0.37
H  -1.851  -0.017  0.640  0.21


Below is a molecular structure, C5H11BeO4, with properties calculated with ωB97M-V/def2-TZVPD.

Output
ΔE to the lowest compared entry with this formula, charge and spin ... 0.0 kcal/mol
Total charge ... 0
Spin multiplicity ... 2
E ... -512.80074 hartree
Kohn-Sham gap (spin up / spin down) ... 5.92 / 9.34 eV

Last column: Mulliken spin population.
Element x y z (Å)
O  1.920  -1.036  -0.606  0.00
Be  0.739  -0.230  -0.777  0.03
O  0.275  0.080  -2.795  0.25
C  -1.034  -0.164  -2.833  0.67
C  -1.801  0.195  -1.607  -0.09
O  -1.047  -0.294  -0.487  0.02
C  -1.335  0.305  0.766  0.04
C  -0.169  0.009  1.674  0.00
O  1.015  0.373  0.969  0.00
C  2.188  0.342  1.771  0.00
H  -1.520  -0.576  -3.728  -0.01
H  -2.743  -0.391  -1.912  0.03
H  -1.980  1.279  -1.462  0.06
H  2.111  -1.732  -1.233  0.00
H  -2.266  -0.100  1.190  0.01
H  -1.445  1.392  0.634  -0.03
H  -0.122  -1.060  1.935  0.00
H  -0.255  0.597  2.599  0.00
H  3.031  0.614  1.129  0.00
H  2.093  1.065  2.593  0.00
H  2.345  -0.667  2.180  0.00